1.
Formula: C39H18GaN10O7
Source: the OMol25 dataset
Level of theory: the ωB97M-V functional and the def2-TZVPD basis

## Properties
ΔE to the lowest compared entry with this formula, charge and spin = 0.0 kJ/mol
total charge = -1
HOMO energy (spin up / spin down) = -3.5126 / -3.5345 eV
maximum force = 0.03920 Eh/bohr
Kohn-Sham gap (spin up / spin down) = 3.422 / 3.074 eV
lowest unoccupied orbital energy (spin up / spin down) = -0.1 / -0.5 eV

Geometry (Å):
Ga (0.8187, 0.3401, -0.1813)
C (7.2975, 0.2682, 0.4781)
C (7.2937, 0.2886, -0.9213)
C (6.1126, 0.2821, -1.6336)
C (4.9233, 0.2498, -0.9171)
C (3.5462, 0.2566, -1.3276)
N (2.7454, 0.2445, -0.2096)
C (3.5464, 0.2196, 0.8980)
N (3.1856, 0.2020, 2.1575)
C (1.9643, 0.2509, 2.6137)
C (1.7635, 0.2558, 4.0503)
C (2.6396, 0.1163, 5.1134)
C (2.1015, 0.1316, 6.3886)
C (0.7301, 0.2668, 6.5932)
C (-0.1469, 0.4110, 5.5307)
C (0.3925, 0.4190, 4.2559)
C (-0.2209, 0.4809, 2.9360)
N (-1.5065, 0.6579, 2.8580)
C (-2.2342, 0.4290, 1.7795)
N (-1.1710, 0.5856, -0.4909)
C (-2.0361, 0.5729, -1.6541)
N (-1.5348, 0.6650, -2.8658)
C (-0.2491, 0.5651, -3.1130)
N (0.8221, 0.4426, -2.2558)
C (1.9609, 0.3412, -3.0063)
N (3.1976, 0.2716, -2.5907)
C (1.6256, 0.3591, -4.4113)
C (2.3895, 0.2477, -5.5642)
C (1.7282, 0.2630, -6.7783)
C (0.3390, 0.3769, -6.8458)
C (-0.4268, 0.4973, -5.7001)
C (0.2304, 0.5000, -4.4795)
C (-3.3490, 0.3790, -1.2549)
C (-4.6365, 0.6538, -1.7530)
C (-5.7148, 0.6188, -0.9323)
C (-5.7938, 0.2381, 0.5353)
C (-4.9036, 1.0728, 1.5281)
C (-3.2972, -0.2049, 0.1136)
N (0.7587, 0.3378, 1.9671)
C (4.9264, 0.2240, 0.4914)
C (6.1218, 0.2361, 1.2002)
H (8.2452, 0.2859, 0.9977)
H (8.2391, 0.3182, -1.4459)
H (6.0958, 0.3087, -2.7125)
H (3.6960, -0.0039, 4.9346)
H (2.7545, 0.0316, 7.2440)
H (0.3468, 0.2573, 7.6038)
H (-1.2120, 0.5009, 5.6791)
H (3.4604, 0.1386, -5.4995)
H (2.2921, 0.1734, -7.6966)
H (-0.1430, 0.3594, -7.8140)
H (-1.5025, 0.5763, -5.7372)
H (-4.7555, 0.9658, -2.7804)
H (-6.6906, 0.8409, -1.3379)
H (-7.3567, -0.6773, 1.0681)
H (-5.2694, 0.9360, 2.5488)
H (6.1170, 0.2277, 2.2798)
O (-1.9497, 2.7375, 0.0472)
C (-0.9867, 2.0394, -0.0950)
O (0.2409, 2.2942, -0.0060)
C (-1.8226, -0.2765, 0.4674)
C (-3.5095, 0.6364, 1.3374)
C (-4.0758, -1.4461, 0.3570)
C (-3.4088, -2.6388, 0.5655)
C (-2.0008, -2.7403, 0.5289)
C (-1.1469, -1.6170, 0.3714)
O (0.0711, -1.6379, 0.0662)
N (-1.4486, -4.0408, 0.6445)
O (-2.2276, -4.9828, 0.7344)
O (-0.2383, -4.1724, 0.6641)
N (-5.3687, -1.2039, 0.5729)
O (-7.1088, 0.2731, 0.9578)
O (-6.2685, -2.0596, 0.8359)
H (-5.0332, 2.1228, 1.2562)
H (-3.9725, -3.5404, 0.7587)

Löwdin population analysis, charges in e, atoms 1 to 8: number 1, Ga, carries 0.4942; number 2, C, carries -0.1017; number 3, C, carries -0.1005; number 4, C, carries -0.0237; number 5, C, carries -0.1055; number 6, C, carries -0.2732; number 7, N, carries 0.1372; number 8, C, carries -0.2736


2.
Formula: C39H20AuClN8O2
Source: the OMol25 dataset
Level of theory: the ωB97M-V functional and the def2-TZVPD basis

## Properties
total charge = 0
HOMO energy = -6.4888 eV
maximum force = 0.00795 Eh/bohr
Kohn-Sham gap = 5.132 eV
lowest unoccupied orbital energy = -1.4 eV

Geometry (Å):
Au (-0.1551, -0.6338, 1.0239)
C (3.3897, 1.4225, 6.1392)
C (2.5159, 2.5233, 6.0957)
C (1.5313, 2.6057, 5.1343)
C (1.4382, 1.5597, 4.2179)
C (0.5407, 1.3598, 3.0980)
N (-0.3772, 2.2685, 2.7274)
C (-1.1300, 2.0840, 1.6758)
C (-2.0375, 3.1160, 1.1393)
C (-2.3771, 4.3502, 1.6612)
C (-3.3136, 5.0988, 0.9621)
C (-3.8853, 4.6105, -0.2107)
C (-3.5303, 3.3711, -0.7329)
C (-2.5868, 2.6388, -0.0417)
C (-1.9655, 1.2895, -0.3407)
N (-2.8797, 0.2813, -0.7592)
C (-2.4697, -0.9274, -0.8177)
N (-1.2554, -1.4736, -0.4075)
C (-1.2157, -2.8324, -0.6677)
N (-0.3196, -3.6992, -0.3570)
C (0.7556, -3.3992, 0.4314)
N (0.9165, -2.3011, 1.1876)
C (2.0705, -2.4086, 1.9635)
N (2.4744, -1.5578, 2.8961)
C (1.9279, -0.4242, 3.1825)
N (0.8571, 0.1998, 2.5093)
C (2.3061, 0.4665, 4.2566)
C (3.3000, 0.3880, 5.2321)
C (2.6596, -3.6680, 1.6524)
C (3.8073, -4.3194, 2.1332)
C (4.0987, -5.5610, 1.6291)
C (3.2741, -6.1830, 0.6611)
C (2.1452, -5.5646, 0.1898)
C (1.8397, -4.2888, 0.6900)
C (-2.4610, -3.1705, -1.3825)
C (-2.8964, -4.3682, -1.9207)
C (-4.1528, -4.3768, -2.5118)
C (-4.9393, -3.2248, -2.5596)
C (-4.4930, -2.0247, -2.0212)
C (-3.2433, -2.0268, -1.4309)
N (-1.2562, 1.0000, 0.8941)
H (4.1520, 1.3913, 6.9071)
H (2.6230, 3.3112, 6.8293)
H (0.8497, 3.4437, 5.0819)
H (-1.9350, 4.6996, 2.5841)
H (-3.6151, 6.0682, 1.3367)
H (-4.6234, 5.2109, -0.7268)
H (-3.9668, 2.9925, -1.6445)
H (3.9725, -0.4582, 5.2675)
H (4.4331, -3.8496, 2.8800)
H (4.9786, -6.0858, 1.9788)
H (3.5429, -7.1651, 0.2947)
H (1.5021, -6.0366, -0.5408)
H (-2.2781, -5.2543, -1.8785)
H (-4.5319, -5.2932, -2.9451)
H (-5.9133, -3.2701, -3.0292)
H (-5.0864, -1.1216, -2.0596)
Cl (3.6911, 1.0319, -6.1035)
C (2.3006, 1.2031, -5.0789)
C (1.0867, 1.5657, -5.6418)
C (-0.0194, 1.6936, -4.8212)
C (0.0903, 1.4639, -3.4539)
C (1.3175, 1.1031, -2.9064)
C (2.4308, 0.9707, -3.7189)
C (-1.1435, 1.5960, -2.6269)
O (-2.2302, 1.8491, -3.0716)
O (-0.8745, 1.4166, -1.3164)
H (1.0179, 1.7404, -6.7061)
H (-0.9818, 1.9701, -5.2297)
H (1.4023, 0.9222, -1.8441)
H (3.3899, 0.6880, -3.3084)

Löwdin population analysis, charges in e, atoms 1 to 8: number 1, Au, carries 1.4399; number 2, C, carries -0.0733; number 3, C, carries -0.0775; number 4, C, carries -0.0108; number 5, C, carries -0.1116; number 6, C, carries -0.2635; number 7, N, carries 0.1921; number 8, C, carries -0.2747


Q: Which of these has the highest total charge?
A: C39H20AuClN8O2